The following is a quantum chemistry calculation of a cluster of 6 separate species, C15H31O21PS5 in total at a distorted geometry, from OMol25.

Each line ends with the Löwdin charge.
Atoms and positions in Å:
S  -3.424  1.813  5.408  0.60
S  7.540  -5.755  -6.649  0.61
S  3.467  -7.058  -3.635  0.59
S  0.683  -0.867  -3.040  0.60
S  -1.784  5.036  7.710  0.60
P  -3.290  3.799  0.710  0.91
O  6.358  -6.088  -5.939  -0.21
O  1.616  -1.904  -2.754  -0.24
O  -3.743  2.450  4.179  -0.23
O  4.504  -6.070  -4.320  -0.23
O  8.647  -6.859  -6.325  -0.18
O  1.136  0.416  -3.439  -0.21
O  -0.380  -1.386  -4.107  -0.18
O  -2.218  6.551  7.431  -0.18
O  -1.856  4.323  6.490  -0.22
O  2.444  -5.949  -3.105  -0.19
O  -0.254  5.342  8.075  -0.19
O  -0.309  -0.745  -1.806  -0.18
O  -3.577  2.484  6.642  -0.22
O  2.799  -7.831  -4.622  -0.22
O  -3.709  1.190  -1.217  0.00
O  -4.184  0.402  5.491  -0.19
O  4.107  -7.687  -2.534  -0.23
O  -2.426  4.565  8.884  -0.21
O  -1.945  1.221  5.288  -0.18
O  7.517  -5.492  -8.044  -0.21
O  8.274  -4.530  -5.924  -0.19
C  0.075  6.703  7.773  -0.16
C  -3.746  2.035  1.033  -0.38
C  9.863  -6.229  -5.904  -0.16
C  9.394  -4.995  -5.160  -0.16
C  -1.934  -0.159  5.670  -0.16
C  -5.022  4.421  -2.135  -0.13
C  -1.233  7.448  7.955  -0.16
C  -3.283  -0.674  5.210  -0.16
C  3.916  -4.771  -4.472  -0.15
C  -1.675  -0.782  -2.267  -0.16
C  -5.762  4.319  -0.801  -0.31
C  -1.622  -1.714  -3.461  -0.15
C  -4.925  4.595  0.467  -0.43
C  -4.299  1.314  -0.169  -0.32
C  3.005  -4.634  -3.270  -0.16
H  -1.977  0.224  -2.547  0.12
H  -1.826  -0.221  6.755  0.14
H  9.052  -5.238  -4.152  0.13
H  -4.525  2.103  1.797  0.05
H  -2.896  1.515  1.478  0.08
H  -2.320  -1.141  -1.472  0.13
H  -3.602  -1.565  5.743  0.13
H  0.855  7.046  8.446  0.13
H  10.447  -5.969  -6.790  0.13
H  -6.552  5.079  -0.820  0.10
H  -5.308  0.858  -0.067  0.12
H  -5.507  4.229  1.321  0.07
H  -4.073  3.884  -2.139  0.03
H  4.697  -4.018  -4.503  0.14
H  2.217  -3.905  -3.417  0.10
H  -2.617  3.759  -0.525  -0.07
H  -4.861  5.462  -2.421  0.07
H  10.150  -4.215  -5.112  0.13
H  -2.445  -1.562  -4.152  0.14
H  3.568  -4.382  -2.370  0.14
H  -5.634  3.966  -2.919  0.07
H  -4.820  5.670  0.625  0.07
H  3.357  -4.754  -5.410  0.14
H  0.429  6.756  6.742  0.13
H  -1.268  8.386  7.408  0.13
H  10.429  -6.914  -5.280  0.14
H  -1.585  -2.762  -3.159  0.13
H  -1.099  -0.662  5.190  0.14
H  -1.450  7.629  9.010  0.13
H  -3.292  -0.867  4.135  0.13
H  -6.291  3.365  -0.712  0.09

Cartesian forces, eV/Å:
S 0.0942 0.1085 0.0615
S 0.0611 -0.0156 -0.0336
S -0.0464 0.0379 0.0154
S -0.0094 0.0584 0.0418
S -0.0385 -0.0081 0.0112
P 0.8376 0.5788 1.3357
O 0.3548 0.0329 -0.4268
O -0.0074 0.1835 0.0236
O -0.0021 -0.0186 0.0515
O -0.3405 -0.0229 0.5919
O -0.0501 -0.0157 0.1905
O 0.0585 -0.0935 -0.0465
O -0.0685 0.1560 -0.0292
O 0.0992 0.0047 -0.1827
O 0.3745 0.4295 0.0068
O -0.0281 0.0227 -0.1749
O -0.0516 0.0684 0.1583
O -0.0324 -0.2329 0.0339
O -0.5714 -0.4676 -0.0034
O 0.0027 -0.0383 0.0955
O -0.1050 -0.0133 0.1460
O 0.0576 -0.0115 0.1338
O 0.0089 -0.0453 -0.0857
O 0.0700 -0.0541 -0.0487
O -0.0367 -0.0668 -0.2416
O -0.0654 0.0527 0.0523
O 0.1189 0.0091 -0.1402
C 0.0660 0.1118 -0.2821
C -0.6967 0.1003 -0.5373
C 0.2055 0.1595 -0.2011
C -0.0088 -0.1344 0.2838
C -0.0228 -0.0972 0.3188
C -0.2945 -0.2680 -0.1201
C 0.0332 0.0568 0.3222
C 0.0944 -0.0865 -0.2570
C -0.2283 0.0655 -0.2784
C -0.0814 0.2453 -0.2832
C -0.0507 0.4729 0.0017
C -0.0860 -0.3059 0.2192
C -0.4936 -0.4218 -0.6261
C 0.2769 -0.2264 -0.0034
C 0.2540 0.1047 0.1323
H -0.0290 -0.0057 0.0202
H -0.0221 -0.0360 -0.0052
H 0.0191 -0.0260 -0.0055
H 0.1651 -0.1185 0.0952
H 0.0442 -0.0021 -0.2002
H 0.1578 -0.0253 0.1120
H -0.1129 0.0967 0.0836
H -0.0198 -0.1481 0.0905
H 0.0138 0.0260 0.0234
H -0.0807 -0.1779 0.0483
H 0.0380 0.1590 0.0377
H 0.1382 0.1724 0.0961
H -0.0156 0.0872 0.0598
H 0.1375 -0.1478 0.0407
H -0.1148 -0.1896 0.0195
H -0.4832 -0.2362 -0.3004
H 0.1750 -0.0470 0.0930
H -0.0940 0.0911 -0.1216
H 0.1327 0.1022 -0.1280
H -0.0046 0.0142 -0.0065
H 0.0320 0.1056 -0.0012
H 0.2284 -0.0558 -0.0793
H -0.0125 0.0308 0.0134
H -0.0177 0.0288 0.0010
H -0.1132 -0.0802 -0.1210
H -0.1514 -0.1142 0.0038
H -0.0091 0.0092 0.0149
H 0.0304 0.1543 -0.0978
H 0.0383 0.0094 0.0005
H 0.0284 -0.0122 0.0071
H 0.2497 -0.0800 -0.0194

Summary:
- SMILES = O=S1(=O)OCCO1.O=S1(=O)OCCO1.O=S1(=O)OCCO1.O=S1(=O)OCCO1.O=S1(=O)OCCO1.CCCPCC=O
- HOMO level (Ha) = -0.3109
- Kohn-Sham gap (eV) = 8.68

---

The following is a quantum chemistry calculation of a cluster of 2 separate species, C15H32BN2O4S2 in total, from OMol25.

Each line ends with the Löwdin charge.
Atoms and positions in Å:
S  -2.236  2.640  -1.796  0.89
S  -1.439  -0.217  -2.374  0.88
O  2.390  -3.345  -0.566  -0.08
O  -0.508  -0.209  3.557  0.05
O  2.138  0.671  -2.608  -0.13
O  -2.684  -3.196  -1.530  -0.62
N  -0.132  -2.418  1.523  -0.06
N  -0.200  2.022  -3.263  -0.21
C  1.924  0.912  -3.981  -0.19
C  0.598  -3.563  1.009  -0.17
C  0.292  -2.235  -1.171  -0.17
C  -2.647  1.909  -0.197  -0.51
C  0.464  1.252  -4.323  -0.16
C  1.693  1.715  -1.750  -0.18
C  0.944  -3.417  -0.482  -0.39
C  -0.548  -2.521  2.907  -0.21
C  -1.377  -1.294  3.219  -0.16
C  1.999  1.251  2.968  -0.10
C  -1.190  1.376  -2.512  -1.05
C  -1.491  1.975  0.789  -0.28
C  0.814  2.726  -2.469  -0.17
C  0.651  1.964  3.184  -0.14
C  -1.891  1.511  2.203  -0.09
B  -0.615  1.026  3.003  -0.47
H  2.796  1.683  3.577  0.06
H  -0.027  -4.447  1.158  0.12
H  -1.085  2.989  0.817  0.10
H  1.129  1.233  -0.947  0.10
H  0.466  -1.601  1.434  0.11
H  0.620  -4.323  -1.003  0.13
H  0.622  2.382  4.199  0.10
H  1.400  3.340  -3.159  0.12
H  -3.209  -2.390  -1.461  -0.22
H  2.324  1.345  1.929  0.06
H  2.590  -2.910  -1.405  0.07
H  0.439  -2.318  -2.253  0.07
H  -1.923  -1.070  2.303  0.12
H  -2.928  0.873  -0.396  0.05
H  -2.657  0.736  2.126  0.09
H  2.231  0.010  -4.508  0.12
H  -0.126  0.365  -4.537  0.08
H  -2.101  -1.457  4.021  0.13
H  2.579  1.725  -4.327  0.11
H  0.750  -1.292  -0.849  0.06
H  0.482  1.876  -5.225  0.12
H  -0.799  -2.260  -1.019  0.00
H  1.541  -3.738  1.554  0.11
H  0.338  3.400  -1.758  0.09
H  -1.180  -3.408  3.015  0.12
H  0.580  2.827  2.515  0.09
H  -0.706  1.315  0.404  0.10
H  -3.528  2.444  0.165  0.08
H  -2.344  2.342  2.760  0.11
H  0.291  -2.618  3.617  0.12
H  2.553  2.222  -1.293  0.12
H  1.934  0.189  3.207  0.06

Cartesian forces, eV/Å:
S 0.1740 0.0774 0.1758
S -0.4316 0.4659 -0.2198
O -0.0031 0.1380 -0.1506
O 0.0562 -0.0286 -0.1850
O -0.0970 -0.1038 0.0176
O 0.1847 0.1907 0.0424
N 0.5074 0.1458 0.1426
N 0.2200 -0.3080 -0.1048
C 0.0322 0.1203 -0.0314
C -0.0700 -0.0827 0.0188
C 0.2427 -0.3023 0.0212
C -0.1053 -0.1156 -0.1434
C 0.0187 0.1553 -0.1476
C 0.0727 0.0493 0.0547
C -0.0313 -0.0494 -0.0090
C -0.1012 -0.0875 -0.1495
C -0.2137 -0.1004 0.0559
C 0.0562 0.1221 -0.0116
C -0.0623 0.0495 -0.0521
C -0.1152 -0.0942 0.0454
C -0.1235 0.1970 -0.1261
C 0.0843 0.0386 0.0090
C 0.0799 0.0125 0.0321
B -0.0454 0.0407 0.0199
H -0.0242 -0.0015 0.0015
H -0.0705 0.0739 -0.0561
H 0.0286 -0.0424 -0.0069
H -0.0310 0.0271 -0.0040
H -0.0949 0.0165 -0.0519
H 0.0045 -0.0068 0.0598
H -0.0773 -0.0654 0.0019
H 0.0036 0.0099 0.0461
H -0.0898 -0.0656 -0.0104
H -0.0622 -0.1236 -0.0139
H -0.0321 -0.0603 0.1453
H 0.1003 -0.0046 0.0801
H -0.0786 -0.0465 0.0967
H -0.0778 0.0063 0.1031
H -0.0048 0.0710 0.0180
H -0.0284 -0.0251 0.0517
H 0.0653 -0.0472 0.1350
H 0.2031 0.0195 0.1509
H 0.0005 -0.0211 0.0240
H -0.0907 -0.0474 0.0744
H -0.0553 -0.0292 -0.0001
H 0.0588 -0.2371 0.0169
H -0.0189 -0.0405 -0.0439
H 0.0005 -0.0812 0.0340
H 0.0294 0.0113 -0.0722
H -0.0044 0.0230 0.0820
H 0.0484 0.0778 -0.0570
H 0.0494 0.0212 0.0025
H -0.0255 0.0210 -0.1116
H -0.1006 0.0200 0.0639
H 0.0351 -0.0136 -0.0884
H 0.0101 0.0302 0.0240

Summary:
- total charge = -1
- HOMO level (Ha) = -0.0945
- Kohn-Sham gap (eV) = 4.93

---

The following is a quantum chemistry calculation of a cluster of 3 separate species, C15H32Br4NOP in total, from OMol25.

Each line ends with the Löwdin charge.
Atoms and positions in Å:
Br  1.039  4.128  0.816  0.62
Br  -1.588  1.845  1.988  0.74
Br  3.812  2.290  2.559  0.62
Br  6.487  4.223  0.933  0.61
P  -1.182  -1.008  -1.954  0.85
O  -3.645  -0.551  -0.987  -0.28
N  -3.529  -4.112  -1.221  -0.01
C  -0.155  2.695  2.992  -0.67
C  -2.643  0.209  -1.656  -0.39
C  -0.031  0.342  -2.537  -0.30
C  -0.631  -3.783  -2.151  -0.27
C  1.331  0.401  -1.830  -0.23
C  5.195  4.779  2.276  -0.70
C  -0.988  -4.177  -0.704  -0.21
C  -3.939  -0.087  0.320  -0.14
C  1.228  0.637  -0.303  -0.24
C  -2.430  -4.683  -0.432  -0.27
C  0.066  -2.409  -2.256  -0.37
C  1.580  -1.599  1.110  0.10
C  0.099  4.102  2.520  -0.67
C  4.941  3.695  3.289  -0.68
C  1.407  -0.579  0.501  -0.16
H  0.259  1.063  -0.039  0.05
H  0.717  2.058  2.887  0.02
H  -2.347  1.105  -1.102  0.06
H  -2.491  -5.767  -0.525  0.10
H  -3.056  0.492  -2.633  0.09
H  -4.656  0.738  0.264  0.09
H  -1.491  -3.770  -2.828  0.08
H  -0.741  -3.380  -0.004  0.07
H  5.631  5.653  2.755  0.06
H  -0.322  -5.005  -0.439  0.10
H  0.746  4.624  3.221  0.06
H  -1.367  -1.412  -0.597  0.05
H  -3.341  -3.141  -1.453  0.03
H  -0.815  4.670  2.377  0.05
H  -3.019  0.237  0.816  -0.04
H  4.397  4.094  4.143  0.06
H  -2.656  -4.440  0.610  0.10
H  -2.014  -1.625  -2.947  0.05
H  0.061  -4.523  -2.559  0.10
H  0.526  -2.277  -3.241  0.08
H  4.294  5.068  1.743  0.03
H  -3.598  -4.586  -2.115  0.06
H  1.964  -0.451  -2.068  0.10
H  -0.481  2.694  4.030  0.06
H  0.120  0.200  -3.609  0.09
H  -0.515  1.313  -2.411  0.08
H  1.850  1.275  -2.234  0.11
H  2.028  1.320  -0.014  0.07
H  5.853  3.218  3.632  0.05
H  -4.353  -0.913  0.897  0.09
H  1.533  -2.500  1.676  0.03
H  0.860  -2.394  -1.505  0.05

Cartesian forces, eV/Å:
Br -0.1545 0.1865 -0.0632
Br 0.1661 0.1606 0.1619
Br 0.1188 -0.1479 0.0855
Br -0.0725 -0.0018 -0.0116
P -0.0655 0.0753 -0.4923
O 0.1437 0.0179 0.1866
N 0.2740 -0.0965 -0.2812
C -0.1483 -0.0594 0.0031
C -0.1158 -0.3118 -0.3205
C 0.1790 -0.0998 0.3080
C 0.4616 0.4662 -0.2366
C -0.0976 0.5329 -0.0809
C 0.1896 0.0572 -0.0478
C -0.0465 -0.6266 -0.2287
C 0.1656 -0.1586 -0.2879
C 0.4515 -0.6595 -0.0310
C -0.1896 0.5498 0.0915
C -0.1158 -0.3077 0.5157
C -0.4451 0.0831 0.1168
C 0.2046 0.0204 -0.0393
C -0.2117 -0.0248 0.0054
C 0.0083 -0.0951 -0.1806
H 0.1070 0.2715 -0.0462
H 0.0412 0.0301 0.0035
H -0.1256 0.0137 0.1260
H 0.0505 -0.0203 -0.0490
H 0.1013 0.2537 0.0407
H 0.0428 0.0558 0.1840
H -0.1725 -0.1400 0.1704
H -0.0841 0.1747 -0.1112
H -0.0039 -0.0196 0.0323
H 0.0184 0.0806 0.1862
H 0.0152 -0.0331 0.0059
H 0.1260 0.0350 0.0270
H -0.1625 0.1080 0.2362
H -0.0311 -0.0345 0.0268
H -0.2410 -0.0684 -0.0163
H 0.0071 0.0323 -0.0140
H 0.0815 -0.2106 0.0663
H -0.0216 0.0030 0.0945
H -0.1371 -0.1029 -0.0621
H -0.0648 -0.0208 -0.0625
H -0.0313 -0.0251 0.0280
H -0.0072 -0.0120 0.0412
H -0.0985 -0.1295 0.1285
H -0.0112 0.0331 -0.0088
H -0.0309 -0.1164 0.0027
H -0.1122 -0.0502 -0.0067
H 0.0059 -0.0562 -0.0791
H -0.2186 0.1912 0.0997
H 0.0299 0.0256 -0.0275
H -0.1231 0.0055 -0.0984
H 0.2703 0.0077 -0.0240
H 0.0802 0.1576 -0.0667

Summary:
- SMILES = C#CCCC[PH2](CCCCN)COC.BrCCBr.BrCCBr
- HOMO level (Ha) = -0.2765
- Kohn-Sham gap (eV) = 7.81

---

The following is a quantum chemistry calculation of a cluster of 3 separate species, C15H32BrINO3P in total at a distorted geometry, from OMol25.

Each line ends with the Löwdin charge.
Atoms and positions in Å:
I  -4.527  -8.616  -2.127  0.96
Br  -4.335  -5.268  -3.762  0.75
P  -2.649  -5.410  -1.163  0.73
O  -5.264  -4.535  -1.278  0.00
O  -6.417  -6.392  -1.581  -0.03
O  -7.268  -4.765  -0.209  0.23
N  -2.583  -5.021  0.363  -0.26
C  -4.383  -5.446  -1.831  -1.02
C  1.549  7.135  0.675  -0.27
C  1.751  -0.047  -0.160  -0.27
C  1.633  4.061  0.177  -0.27
C  2.633  7.649  -0.268  -0.11
C  -0.778  -2.473  1.191  -0.12
C  -5.050  -6.750  -1.330  -0.84
C  2.578  -0.248  -1.427  -0.11
C  2.028  -1.094  0.918  -0.23
C  2.059  6.108  1.684  -0.23
C  0.242  -2.760  0.096  -0.28
C  1.692  -2.531  0.521  -0.23
C  2.612  4.821  1.070  -0.23
C  -6.441  -5.186  -0.940  -0.53
C  0.391  3.571  0.915  -0.11
H  0.664  2.916  1.745  0.07
H  -0.195  4.400  1.314  0.06
H  0.725  6.717  0.092  0.10
H  -0.751  -1.426  1.503  0.07
H  -1.780  -2.689  0.831  0.04
H  2.354  -1.200  -1.910  0.06
H  1.472  -0.826  1.820  0.10
H  -2.119  -6.683  -1.424  0.00
H  1.336  4.681  -0.673  0.10
H  -0.254  3.007  0.240  0.07
H  0.008  -2.153  -0.785  0.10
H  -0.597  -3.096  2.069  0.08
H  -2.163  -5.812  0.835  -0.02
H  1.250  5.863  2.378  0.10
H  3.646  -0.223  -1.202  0.08
H  3.450  8.107  0.292  0.07
H  3.086  -1.048  1.193  0.11
H  2.937  4.163  1.882  0.11
H  2.354  -2.850  -0.289  0.10
H  2.372  0.543  -2.149  0.07
H  0.135  -3.804  -0.213  0.08
H  2.845  6.567  2.292  0.11
H  3.048  6.849  -0.882  0.06
H  1.133  7.983  1.227  0.10
H  1.978  0.939  0.251  0.08
H  2.228  8.404  -0.944  0.07
H  0.688  -0.036  -0.415  0.10
H  2.154  3.196  -0.244  0.09
H  -4.959  -6.656  -0.255  0.10
H  1.920  -3.186  1.368  0.11
H  -1.950  -4.498  -1.975  0.01
H  3.513  5.050  0.494  0.10

Cartesian forces, eV/Å:
I -0.1105 0.2433 0.1368
Br 0.0680 -0.0883 -0.0706
P 0.4948 1.2034 1.5400
O -0.0921 0.7788 0.6537
O -0.4083 -0.3714 0.8103
O 0.2959 0.0001 -0.6296
N -0.1856 -0.6065 -0.7661
C 0.4834 -1.2242 -0.3730
C 0.1174 0.0615 0.0128
C 0.1539 -0.0062 -0.0412
C 0.0042 -0.0655 0.1112
C -0.1292 0.0016 -0.0201
C 0.0130 0.2297 -0.1029
C -0.3362 0.6907 -0.9608
C -0.1195 0.0792 -0.0001
C -0.0567 0.0177 0.0632
C -0.0663 -0.0296 0.0267
C 0.0101 -0.0413 0.0772
C 0.0469 -0.0170 -0.0766
C 0.0615 0.0341 -0.0406
C -0.3449 0.2999 -0.3362
C 0.0084 0.0191 -0.1604
H -0.0125 0.0177 0.0287
H -0.0006 -0.0058 0.0283
H -0.0125 -0.0161 0.0205
H 0.0620 -0.0142 0.0195
H -0.0631 -0.0521 0.1009
H 0.0220 -0.0157 -0.0007
H -0.0076 -0.0175 0.0043
H -0.2219 0.0296 -0.6453
H 0.0164 0.0115 -0.0020
H -0.0316 -0.0295 0.0475
H 0.0441 -0.0102 -0.0169
H -0.0052 -0.0020 0.0124
H -0.0214 0.0442 0.5505
H 0.0055 -0.0142 0.0044
H 0.0123 -0.0437 -0.0009
H 0.0321 -0.0276 -0.0005
H 0.0083 0.0179 -0.0128
H -0.0105 -0.0239 -0.0023
H 0.0111 0.0140 0.0056
H 0.0281 -0.0081 -0.0227
H -0.0174 0.0042 -0.0244
H 0.0018 0.0196 -0.0026
H 0.0236 -0.0029 0.0039
H -0.0414 -0.0082 -0.0068
H -0.0575 0.0105 0.0232
H 0.0322 0.0116 -0.0142
H -0.0116 -0.0019 0.0368
H 0.0076 0.0212 -0.0539
H 0.6419 -0.9223 0.4632
H -0.0247 -0.0130 0.0094
H -0.3198 -0.1941 -0.4107
H 0.0022 0.0115 0.0042

Summary:
- energy relative to the best compared isomer or geometry (same formula, charge and spin) (kcal/mol) = 0.0
- SMILES = N=[PH2][C@]1(Br)OC(=O)O[C@H]1I.CCCCCC.CCCCCC
- HOMO level (Ha) = -0.3506
- Kohn-Sham gap (eV) = 9.30